ORCA calculation (the ωB97M-V functional and the def2-TZVPD basis) on a cluster of 8 separate species, C42H78BO10 in total at a distorted geometry.

Geometry (Å):
1 C 1.84 -5.24 3.96
2 C 1.67 -4.06 2.81
3 C 2.26 -2.59 3.25
4 O 3.61 -2.29 2.75
5 C 3.60 -1.31 1.65
6 B 3.28 -2.03 0.18
7 C 2.53 -1.00 -0.89
8 C 0.93 -0.99 -0.44
9 C 0.07 -2.26 -1.03
10 O 0.45 -3.08 -2.02
11 O -1.27 -2.54 -0.42
12 C 4.58 -2.82 -0.46
13 C 4.42 -4.41 0.01
14 C 3.61 -5.41 -1.02
15 C 3.38 -6.98 -0.58
16 C 3.98 -7.45 0.89
17 C 4.83 -6.46 1.92
18 C 5.05 -4.88 1.47
19 H 0.96 -5.26 4.73
20 H 1.78 -6.27 3.37
21 H 2.91 -5.20 4.43
22 H 0.53 -3.94 2.59
23 H 2.18 -4.51 1.83
24 H 1.51 -1.71 2.96
25 H 2.30 -2.58 4.44
26 H 4.71 -0.89 1.57
27 H 2.83 -0.44 1.78
28 H 2.47 -2.87 0.41
29 H 3.01 0.07 -0.93
30 H 2.55 -1.51 -1.96
31 H 0.41 0.04 -0.62
32 H 0.95 -1.14 0.75
33 H -1.17 -2.53 0.59
34 H 5.61 -2.40 -0.04
35 H 4.66 -2.76 -1.63
36 H 3.20 -4.96 -2.02
37 H 2.79 -7.68 -1.31
38 H 3.81 -8.56 1.23
39 H 5.24 -6.81 2.96
40 H 5.61 -4.07 2.10
41 C 1.91 3.77 2.32
42 C 0.54 3.28 2.69
43 C 0.49 1.93 2.00
44 O 1.83 1.43 1.98
45 C 2.72 2.49 2.35
46 H 2.30 4.53 3.00
47 H 1.90 4.18 1.31
48 H 0.46 3.15 3.77
49 H -0.27 3.95 2.37
50 H 0.15 2.02 0.97
51 H -0.16 1.22 2.52
52 H 3.09 2.27 3.35
53 H 3.57 2.51 1.66
54 C -3.19 -0.22 -3.51
55 C -2.95 0.87 -4.52
56 C -2.28 1.93 -3.67
57 O -1.55 1.25 -2.64
58 C -1.96 -0.13 -2.64
59 H -3.32 -1.21 -3.96
60 H -4.09 0.00 -2.92
61 H -2.26 0.52 -5.29
62 H -3.86 1.23 -5.00
63 H -3.01 2.58 -3.19
64 H -1.59 2.56 -4.25
65 H -1.14 -0.72 -3.05
66 H -2.15 -0.46 -1.61
67 C -4.62 0.06 0.56
68 C -6.03 0.26 1.05
69 C -5.92 1.55 1.83
70 O -4.88 2.32 1.22
71 C -4.17 1.48 0.29
72 H -4.55 -0.58 -0.31
73 H -4.01 -0.38 1.37
74 H -6.70 0.41 0.19
75 H -6.41 -0.57 1.65
76 H -5.62 1.36 2.87
77 H -6.85 2.13 1.84
78 H -4.45 1.80 -0.72
79 H -3.09 1.61 0.42
80 C -2.36 8.36 1.79
81 C -3.36 7.28 2.10
82 C -2.46 6.10 2.43
83 O -1.26 6.65 2.99
84 C -1.25 8.06 2.77
85 H -2.76 9.37 1.89
86 H -1.99 8.24 0.76
87 H -3.94 7.56 2.98
88 H -4.05 7.07 1.28
89 H -2.18 5.55 1.53
90 H -2.92 5.41 3.14
91 H -1.43 8.55 3.74
92 H -0.27 8.38 2.41
93 C 6.03 -8.74 -4.39
94 C 7.13 -9.09 -3.42
95 C 6.43 -8.93 -2.08
96 O 5.05 -9.25 -2.29
97 C 4.81 -9.32 -3.70
98 H 6.18 -9.15 -5.39
99 H 5.93 -7.65 -4.47
100 H 7.43 -10.13 -3.56
101 H 8.01 -8.46 -3.51
102 H 6.49 -7.89 -1.73
103 H 6.85 -9.59 -1.31
104 H 4.67 -10.37 -3.96
105 H 3.89 -8.77 -3.95
106 C -10.10 2.09 -1.93
107 C -11.10 1.01 -1.62
108 C -10.20 -0.16 -1.29
109 O -9.00 0.38 -0.73
110 C -8.99 1.80 -0.95
111 H -10.50 3.10 -1.83
112 H -9.73 1.97 -2.96
113 H -11.69 1.29 -0.74
114 H -11.79 0.80 -2.44
115 H -9.93 -0.72 -2.19
116 H -10.66 -0.86 -0.58
117 H -9.18 2.29 0.02
118 H -8.01 2.11 -1.31
119 C 4.32 7.29 -1.26
120 C 5.41 6.94 -0.29
121 C 4.72 7.10 1.05
122 O 3.34 6.79 0.84
123 C 3.09 6.71 -0.57
124 H 4.47 6.88 -2.26
125 H 4.22 8.38 -1.34
126 H 5.72 5.90 -0.43
127 H 6.30 7.57 -0.39
128 H 4.78 8.14 1.40
129 H 5.14 6.45 1.82
130 H 2.95 5.66 -0.84
131 H 2.18 7.26 -0.82

Calculated values
Charge   -1
Total energy   -65956.621 eV